{
  "formula": "C6H14HgN3",
  "method": "the ωB97M-V functional and the def2-TZVPD basis",
  "charge": -1,
  "e_above_lowest_ev": 0.100,
  "elements": ["C", "Hg", "N", "H", "H", "H", "H", "H", "H", "H", "H", "N", "C", "C", "C", "N", "C", "C", "H", "H", "H", "H", "H", "H"],
  "positions_angstrom": [[-1.6292, 2.0193, -2.6814], [-0.1789, 0.5009, -2.0305], [1.2393, -1.3498, -2.2904], [-3.2602, 3.2700, -4.7191], [2.2139, -1.0509, -2.3457], [-3.5211, 3.5963, -4.0968], [-1.5984, 2.0848, -3.7742], [-1.2728, 2.9396, -2.2002], [-2.6150, 1.7179, -2.3036], [1.0873, -1.8078, -1.3881], [1.0703, -2.0142, -3.0469], [0.8753, -1.0365, 4.4042], [0.7332, -0.8602, 3.0691], [-0.0516, -1.7509, 2.2963], [-0.1956, -1.5113, 0.9379], [0.4320, -0.4861, 0.3137], [1.1754, 0.3761, 1.0453], [1.3641, 0.2248, 2.4113], [0.4302, -1.8074, 4.8857], [1.4277, -0.4086, 4.9684], [-0.5390, -2.6118, 2.7604], [-0.8149, -2.1724, 0.3188], [1.6358, 1.2100, 0.5057], [1.9921, 0.9282, 2.9600]]
}